93
Properties=species:S:1:pos:R:3:forces:R:3 method="wB97M-V/def2-TZVPD" homo_energy_ev=-11.72 charge=+2 orbital_gap_ha=0.1440 fmax_ev_per_a=9.64
C 5.66399 1.31393 0.11445 -0.39 -1.50 0.68
C 5.75692 -0.10463 -0.76649 -2.54 1.04 -3.43
I 7.01868 -1.67886 0.07964 -1.07 1.28 -0.81
C 4.99226 -0.23960 -2.07111 2.74 -0.62 4.24
I 3.87295 1.60464 -2.64542 0.72 -1.95 0.12
N 5.00691 -1.51229 -2.88886 0.32 0.39 -0.41
C 4.40984 -2.76104 -2.28048 -0.45 -4.40 2.99
O 4.94499 -3.84535 -1.71671 -3.05 7.65 -3.79
C 2.80583 -2.55314 -2.52268 -2.16 1.27 -1.87
C 1.47108 -3.02864 -1.70271 -0.20 2.89 -3.86
P 1.64459 -4.00387 -0.06548 1.15 -5.51 -1.74
O 1.70935 -5.59029 -0.30933 -0.73 5.41 0.84
C 0.00973 -2.59551 -2.39258 2.66 1.31 -0.67
O -1.25733 -3.00453 -1.70101 3.70 0.12 -2.57
C -1.28690 -4.47662 -1.91746 -0.65 -2.23 -0.45
C -2.82509 -5.05036 -2.21007 2.02 0.26 0.42
N -3.56351 -4.97092 -0.88992 -0.03 1.77 -0.50
C -4.75434 -4.03703 -0.97871 -1.53 0.30 0.37
C -5.06992 -3.21742 0.42835 0.33 -0.17 -0.18
C -3.90598 -2.09331 0.78374 0.14 -0.78 -0.35
O -6.39675 -2.55836 0.24483 1.76 0.31 0.97
C -0.01154 -1.70192 -3.80656 1.89 -1.11 0.93
C -1.49520 -1.28744 -4.38370 -0.05 0.59 1.55
C -1.68188 0.33267 -4.03765 2.88 5.19 -0.13
O -0.68139 1.24075 -4.17773 -5.83 -6.09 0.78
C -3.10446 0.97092 -3.43715 -2.63 1.08 1.05
C -4.29656 0.06421 -2.74651 0.13 5.08 -0.63
C -5.60973 0.88888 -2.16530 2.27 1.50 -1.27
C -5.80135 2.51812 -2.24677 3.70 -1.22 -1.61
C -4.62166 3.43026 -2.94406 0.96 -4.84 0.04
C -3.30018 2.62806 -3.53141 -2.20 -1.38 1.52
C 1.37588 -1.24164 -4.60502 -0.14 -3.12 4.09
P 1.43364 -0.26695 -6.24446 1.18 1.56 -2.33
O 2.29556 -1.30768 -7.39796 -4.13 -0.14 2.77
O -0.11788 0.10119 -6.94470 2.16 -3.41 1.02
S 2.42443 1.41051 -6.14218 -0.83 -1.45 0.27
C 2.79010 -1.67532 -3.90476 -2.86 -1.47 1.54
C 4.36044 -1.41709 -4.28726 0.47 1.59 -4.72
O 4.91445 -1.15945 -5.47417 -3.63 -1.80 8.75
H 6.16307 1.11601 1.17886 -0.80 0.46 -2.53
H 4.51029 1.50033 0.35736 2.48 -0.06 -0.79
H 6.15979 2.22206 -0.43606 -1.10 -1.87 1.07
H 0.59891 -3.64052 0.90162 0.83 0.27 -1.00
H 2.95631 -3.64098 0.48446 -1.29 0.45 -0.42
H -0.92377 -5.02863 -0.93393 -0.44 1.14 -2.09
H -0.57641 -4.70651 -2.82301 -1.42 0.10 1.89
H -2.70454 -6.18848 -2.54567 -0.28 2.58 0.56
H -3.28481 -4.38946 -3.06819 0.62 -1.43 1.76
H -2.91014 -4.69551 -0.09889 -1.11 -0.26 -1.57
H -4.67317 -3.23316 -1.84672 0.01 -1.52 1.70
H -5.70482 -4.71706 -1.22175 1.93 1.69 0.54
H -5.10168 -4.04037 1.28081 -0.17 1.80 -1.59
H -3.27751 -2.49573 1.70511 -1.28 1.08 -1.86
H -4.36439 -1.01493 1.01058 1.01 -2.47 -0.48
H -3.19546 -2.04498 -0.15634 -1.30 0.20 1.93
H -6.44038 -1.71736 0.79454 0.32 -1.79 -0.91
H -1.67004 -1.54415 -5.51237 0.53 0.79 2.22
H -2.35701 -1.82768 -3.76302 2.16 0.96 -1.30
H -4.16562 -1.09791 -2.69193 -0.58 2.54 0.06
H -6.44960 0.24455 -1.66250 1.79 1.45 -1.12
H -6.73953 3.10885 -1.81338 2.17 -1.81 -1.02
H -4.65146 4.61116 -3.05618 -0.09 -2.92 0.31
H -2.42148 3.25757 -4.02442 -2.12 -1.64 1.14
H 1.68560 -2.12692 -7.43261 1.64 1.29 -0.29
H -0.47545 -0.76704 -7.31170 0.35 1.57 0.33
C 1.64038 0.38317 1.20879 0.09 -0.25 -0.21
N 1.55179 1.22391 2.41970 -0.15 0.40 0.42
C 2.20238 0.83732 3.54015 -0.18 0.65 0.46
C 2.17262 1.63170 4.68933 0.08 -0.39 -0.29
C 1.47357 2.84264 4.69304 0.00 -0.58 -0.98
C 0.79389 3.19495 3.52031 0.03 -0.06 -0.21
C 0.84381 2.37239 2.39581 0.15 0.22 0.65
C 1.46357 3.73767 5.86431 -0.03 0.75 0.79
C 1.92573 5.05518 5.75914 -0.03 0.23 0.13
C 1.86999 5.91698 6.85334 -0.10 -0.59 -0.36
N 1.36487 5.49509 8.03229 0.15 -0.28 -0.57
C 0.93189 4.22222 8.18013 0.13 -0.24 -0.75
C 0.97565 3.32703 7.10875 -0.05 0.19 0.46
C 1.26361 6.42821 9.17125 -0.09 0.10 0.28
H 1.28249 -0.61727 1.46490 0.10 0.14 -0.13
H 2.68914 0.36069 0.89957 -0.19 -0.12 -0.09
H 1.02514 0.80867 0.41288 0.14 -0.06 0.18
H 2.75193 -0.10016 3.50277 -0.12 0.19 -0.09
H 2.72308 1.29997 5.56900 -0.12 0.03 -0.25
H 0.21425 4.11562 3.46786 0.13 -0.24 -0.04
H 0.32706 2.63335 1.47580 0.16 -0.16 0.14
H 2.33785 5.42791 4.82218 -0.09 -0.05 0.26
H 2.21946 6.94479 6.78752 -0.11 -0.24 0.13
H 0.54145 3.93737 9.15380 0.09 0.13 -0.17
H 0.60002 2.31574 7.25685 0.08 0.25 0.02
H 1.81208 5.99683 10.01183 -0.15 0.16 -0.07
H 0.20222 6.54394 9.40843 0.25 0.04 0.09
H 1.69337 7.39613 8.90100 -0.09 -0.28 0.02



17
Properties=species:S:1:pos:R:3:forces:R:3 method="wB97M-V/def2-TZVPD" homo_energy_ev=-14.34 smiles=CC[n+]1nc(Cl)c(Cl)c(Cl)c1Cl charge=+1 relative_energy_kj_mol=60.7 orbital_gap_ha=0.3147 fmax_ev_per_a=6.05
C -0.46271 0.18449 0.66431 -0.93 -0.74 0.41
C 0.31600 0.03555 -0.63276 -3.10 -0.06 -0.64
N 1.73499 0.01764 -0.46258 3.76 -4.74 -0.08
N 2.28349 1.15378 -0.46672 -1.32 1.67 0.06
C 3.52470 1.36190 -0.18234 1.51 0.22 0.05
Cl 4.20215 2.94779 -0.23133 -0.83 -0.36 -0.05
C 4.35252 0.29757 0.11598 1.49 -0.88 -0.12
Cl 5.99303 0.59448 0.49052 -0.58 -0.36 0.03
C 3.90255 -1.04772 -0.01803 0.17 0.77 0.41
Cl 4.90689 -2.34684 0.31457 0.39 -0.48 -0.04
C 2.60144 -1.26388 -0.34314 -4.22 3.48 -0.24
Cl 1.70977 -2.68767 -0.54260 0.78 0.35 0.18
H -1.54554 0.13273 0.45503 0.30 1.05 -0.63
H -0.21577 1.15194 1.19317 -0.21 -1.60 -0.05
H -0.53417 -0.80903 1.15725 1.27 0.86 0.88
H 0.15162 0.94845 -1.16304 -0.02 0.51 -0.63
H -0.21041 -0.75687 -1.23381 1.55 0.32 0.46



14
Properties=species:S:1:pos:R:3:forces:R:3 method="wB97M-V/def2-TZVPD" homo_energy_ev=-10.25 charge=0 relative_energy_kj_mol=448.0 orbital_gap_ha=0.4056 fmax_ev_per_a=5.18
C 1.01056 -0.78937 -0.51351 2.81 -1.39 0.07
C -0.28845 -0.15465 0.11962 -2.26 -3.55 3.03
C -1.15172 0.20821 -1.09182 1.81 -1.75 1.18
C -0.13366 0.61207 1.50658 1.02 2.93 -3.20
H 1.47571 -0.10647 -1.64373 -1.77 -2.46 3.69
H 2.01392 -0.77851 0.28776 -3.05 -0.08 -2.41
H 0.72328 -2.12534 -0.71815 1.15 4.52 0.19
H -0.84616 -1.02275 0.71868 1.00 0.76 -1.61
H -1.13403 -0.70579 -1.74995 -0.15 1.55 0.28
H -2.05222 0.68114 -0.94129 -2.55 0.23 0.70
H -0.54215 1.01256 -1.29502 1.34 1.85 -2.58
H -0.86708 1.15806 2.17375 0.34 -1.37 -1.31
H 0.61805 0.07706 1.94602 0.60 -2.23 2.14
Cl 1.17395 1.93376 1.20105 -0.30 0.98 -0.17



63
Properties=species:S:1:pos:R:3:forces:R:3 method="wB97M-V/def2-TZVPD" homo_energy_ev="-13.14 / -13.14" charge=+1 relative_energy_kj_mol=214.1 orbital_gap_ha="0.2543 / 0.2516" fmax_ev_per_a=2.64 multiplicity=6
Mn -2.46243 1.92143 -2.70668 1.17 -2.21 0.82
O -1.09764 1.11631 -1.63762 -1.31 0.90 -0.96
H -0.25906 1.33944 -1.24081 0.12 0.36 0.07
O -3.47829 0.62940 3.12921 0.94 0.52 -0.07
S -2.09792 1.00688 3.36319 -0.19 -1.09 -0.18
O -1.75059 2.21988 4.03139 -0.24 -0.45 -0.18
O -1.40121 -0.19065 4.17996 -0.27 0.95 -0.50
C -1.61611 -1.52792 3.69349 -0.60 -0.70 -0.61
C -1.44582 -2.48772 4.83191 0.47 -0.79 0.75
C -1.19725 0.95238 1.80056 0.31 -0.27 0.74
H -0.92497 -1.74383 2.87450 0.34 0.09 0.27
H -2.60019 -1.64775 3.23168 -0.19 0.43 0.36
H -0.38385 -2.62702 5.04415 -0.07 0.10 0.18
H -1.84795 -3.48828 4.65231 0.05 0.13 -0.63
H -1.95341 -2.21868 5.75906 0.06 0.59 -0.17
H -1.70276 1.58905 1.08209 0.05 0.12 0.04
H -1.08797 -0.06292 1.41984 -0.51 -0.10 0.06
H -0.18193 1.26836 2.04583 -0.11 0.41 -0.10
O 0.14437 -2.23276 0.47038 0.78 0.17 -0.04
S 1.45121 -1.63442 0.60704 0.51 0.66 0.44
O 1.96791 -1.26858 1.90466 -0.54 -0.48 -1.02
O 2.49490 -2.57901 -0.14505 -0.93 0.14 -0.01
C 3.89130 -2.30378 0.06949 1.23 0.04 0.41
C 4.76155 -3.19047 -0.81539 -1.22 -0.14 -0.37
C 1.47872 -0.18531 -0.43754 -0.47 0.23 -0.03
H 4.13181 -2.50303 1.11263 -0.22 0.03 0.05
H 4.10895 -1.24969 -0.11329 -0.17 0.05 -0.02
H 5.73077 -3.34376 -0.35500 0.10 0.02 -0.07
H 4.85083 -2.80497 -1.83067 0.23 0.21 0.10
H 4.24302 -4.14421 -0.94180 0.27 -0.15 0.27
H 0.88131 -0.40328 -1.32085 0.36 -0.24 -0.18
H 2.47469 0.18040 -0.66935 0.12 -0.32 0.00
H 0.97827 0.64105 0.06998 0.13 -0.25 0.49
O 1.90981 2.62482 1.38666 0.26 0.35 -0.58
S 2.30344 3.63391 0.44639 0.43 -0.19 -0.43
O 3.25070 4.66177 0.76549 -0.73 -0.42 0.02
O 2.88805 2.83305 -0.84232 -0.53 -0.06 0.83
C 3.31567 3.59695 -1.98123 -0.33 -0.14 -1.03
C 2.44175 3.22990 -3.18589 0.08 0.35 0.48
C 0.83072 4.37611 -0.26506 1.13 -0.21 -0.35
H 4.32500 3.29664 -2.25760 0.18 0.14 0.56
H 3.27829 4.66023 -1.75480 0.24 0.03 0.00
H 2.46224 2.14790 -3.30572 -0.12 0.00 -0.14
H 2.83700 3.70723 -4.08253 0.05 -0.09 -0.01
H 1.41534 3.58282 -3.05868 -0.03 -0.14 0.01
H 0.25867 3.61181 -0.78698 -0.22 -0.15 0.51
H 1.23425 5.01622 -1.04874 -0.27 0.48 0.24
H 0.32615 4.90708 0.53477 -0.20 0.05 -0.15
O -3.56537 -2.22000 -4.40318 0.26 0.74 0.43
S -3.09241 -1.51691 -3.26184 0.01 -1.96 1.77
O -2.99403 -0.05807 -3.28014 -0.38 1.28 -0.43
O -4.05888 -1.91496 -2.02758 0.62 0.44 -1.66
C -3.93561 -1.14312 -0.82763 0.63 0.09 1.63
C -4.65030 -1.85471 0.31242 -0.59 0.16 -0.47
C -1.50241 -2.15231 -2.67247 -0.68 0.49 -1.27
H -4.31821 -0.13016 -0.97010 -0.17 -0.11 -0.17
H -2.88276 -1.07412 -0.52831 0.00 0.15 -0.31
H -4.18848 -2.81095 0.54590 0.02 -0.04 -0.12
H -5.69617 -2.00177 0.03748 0.03 -0.20 0.06
H -4.65465 -1.24438 1.21555 0.24 0.16 -0.08
H -1.22018 -1.59704 -1.78434 -0.04 -0.32 0.24
H -0.78012 -1.96631 -3.46926 -0.07 0.14 -0.01
H -1.63775 -3.22819 -2.60956 0.00 0.02 0.50